1:
A cluster of 2 separate species, C4H12 in total. Source: OMol25; level of theory: ωB97M-V/def2-TZVPD.

The SMILES is CC.CC. The HOMO energy comes out at -11.35 eV. The LUMO energy comes out at 0.043 Eh. As for the total charge: 0.

Each atom is followed by the atoms it is bonded to, with distances in Å.
Element x y z (Å)
1 C -0.225 2.138 -1.473  C2 1.515, H3 1.093, H4 1.099, H5 1.094
2 C 0.638 0.906 -1.291  C1 1.515, H6 1.080, H7 1.090, H8 1.107
3 H 0.135 2.947 -0.831  C1 1.093
4 H -0.214 2.610 -2.465  C1 1.099
5 H -1.288 1.948 -1.296  C1 1.094
6 H 0.976 0.799 -0.271  C2 1.080
7 H 0.212 -0.012 -1.697  C2 1.090
8 H 1.479 1.016 -2.003  C2 1.107
9 C 0.354 -1.387 1.861  C10 1.497, H11 1.102, H12 1.101, H13 1.091
10 C -0.796 -1.674 0.947  C9 1.497, H14 1.091, H15 1.085, H16 1.101
11 H 1.093 -2.200 1.950  C9 1.102
12 H 0.976 -0.621 1.375  C9 1.101
13 H 0.113 -1.119 2.891  C9 1.091
14 H -0.506 -2.180 0.025  C10 1.091
15 H -1.454 -0.822 0.806  C10 1.085
16 H -1.491 -2.347 1.473  C10 1.101

2:
A cluster of 2 separate species, C4H12 in total. Source: OMol25; level of theory: ωB97M-V/def2-TZVPD.

The SMILES is CC.CC. The HOMO energy comes out at -11.69 eV. The LUMO energy comes out at 0.044 Eh. As for the total charge: 0.

Each atom is followed by the atoms it is bonded to, with distances in Å.
Element x y z (Å)
1 C 0.214 0.036 -2.267  C2 1.526, H3 1.091, H4 1.091, H5 1.089
2 C 0.081 1.369 -1.535  C1 1.526, H6 1.093, H7 1.088, H8 1.094
3 H 0.001 -0.857 -1.677  C1 1.091
4 H -0.534 -0.015 -3.060  C1 1.091
5 H 1.209 -0.066 -2.695  C1 1.089
6 H -0.719 1.974 -1.967  C2 1.093
7 H -0.077 1.301 -0.461  C2 1.088
8 H 0.949 2.027 -1.627  C2 1.094
9 C -0.078 -1.472 1.760  C10 1.533, H11 1.090, H12 1.093, H13 1.088
10 C -0.216 0.024 2.063  C9 1.533, H14 1.087, H15 1.087, H16 1.096
11 H -0.483 -1.805 0.804  C9 1.090
12 H 0.995 -1.673 1.739  C9 1.093
13 H -0.528 -2.099 2.526  C9 1.088
14 H 0.467 0.624 1.468  C10 1.087
15 H -0.087 0.192 3.129  C10 1.087
16 H -1.195 0.440 1.799  C10 1.096

Verdict on stability: 2 comes out on top.